Record 1
81
Properties=species:S:1:pos:R:3:forces:R:3:lowdin_charge:R:1 method="wB97M-V/def2-TZVPD" orbital_gap_ha="0.184 / 0.172" e_above_lowest_kj_mol=5.88 spin_multiplicity=4 s2=4.1592 total_charge=-1
C -0.3127 -3.8591 0.4099 0.0 0.0 0.0 -0.11
H 3.4201 5.2274 -1.6920 0.0 0.0 0.0 0.11
O -6.2158 -2.4960 -1.9591 0.0 0.0 0.0 -0.28
H 0.1805 -7.2392 -1.3406 0.0 0.0 0.0 0.10
C -2.8257 -3.1086 -2.4361 0.0 0.0 0.0 -0.22
O -5.1233 -3.0926 0.1776 0.0 0.0 0.0 -0.28
N -4.0276 -1.3824 -1.3448 0.0 0.0 0.0 -0.05
H 6.3261 0.6649 -5.2392 0.0 0.0 0.0 0.10
C -2.7674 -0.7423 4.1294 0.0 0.0 0.0 -0.01
C 3.1384 0.9969 -1.8012 0.0 0.0 0.1 -0.32
C -1.7827 -3.7332 -3.0980 0.0 0.0 0.0 -0.03
H 5.8256 -1.7403 -5.3953 0.0 0.0 0.0 0.09
C 2.6786 -1.1995 -1.9434 0.0 -0.1 0.0 -0.28
C -1.9089 -5.0893 -3.3760 0.0 0.0 0.0 -0.07
C 1.3074 6.7266 0.5318 0.0 0.0 0.0 -0.08
C -3.0431 -5.7982 -2.9948 0.0 0.0 0.0 -0.07
C 0.8189 -5.1966 -1.2640 0.0 0.0 0.0 -0.03
H -1.1047 -5.6034 -3.8856 0.0 0.0 0.0 0.11
N -1.5712 5.0427 -3.7576 0.0 0.0 0.0 0.16
C 5.2993 -1.1402 -4.6637 0.0 0.0 0.0 -0.09
N -0.2721 0.3303 1.7032 0.1 0.0 0.3 -0.10
H -2.9540 -1.8073 4.0914 0.0 0.0 0.0 0.11
C 4.3601 -1.7284 -3.8461 0.0 0.0 0.0 -0.02
C -1.1872 2.7285 -2.6350 -0.1 0.1 0.0 -0.82
C -1.0845 -4.9372 0.8146 0.0 0.0 0.0 0.00
H -1.4857 -7.0071 0.4532 0.0 0.0 0.0 0.10
N 1.3627 2.1244 0.2184 0.0 0.2 0.1 -0.05
H -2.1183 3.1245 4.1862 0.0 0.0 0.0 0.11
H -4.9651 -5.7138 -2.0061 0.0 0.0 0.0 0.12
N 2.1264 -2.4003 -1.7326 0.0 0.1 0.1 0.20
Tc 0.9818 0.1717 0.1324 -0.1 0.1 -0.2 1.51
S 0.1727 1.8669 -3.1108 0.1 0.0 -0.1 0.62
H 4.1283 -2.7834 -3.9136 0.0 0.0 0.0 0.11
C 4.9412 1.0429 -3.6628 0.0 0.0 0.0 -0.02
C 2.2779 6.5938 -0.4634 0.0 0.0 0.0 -0.08
H -3.7694 2.0835 5.7253 0.0 0.0 0.0 0.10
N 2.3861 -0.0250 -1.3034 0.1 -0.1 0.0 -0.06
C -2.1375 2.2930 -1.7257 0.2 0.2 0.0 -0.67
C 1.2118 -2.6640 -0.8334 0.1 0.0 0.0 -0.30
H 0.9978 7.7163 0.8423 0.0 0.0 0.0 0.10
H -0.8880 -3.1905 -3.3768 0.0 0.0 0.0 0.11
N 3.0774 2.2932 -1.4627 0.0 -0.1 0.0 0.19
C -0.6182 1.5118 2.2868 0.1 0.1 -0.1 -0.29
H 5.1467 2.1029 -3.5920 0.0 0.0 0.0 0.11
C -1.6002 1.2289 3.3010 0.0 0.0 0.0 -0.11
C 0.0531 -6.2788 -0.8565 0.0 0.0 0.0 -0.10
C 0.7187 5.6103 1.1121 0.0 0.1 0.0 -0.01
C 0.6862 3.0124 1.0268 0.0 0.0 0.0 -0.28
S -1.8591 0.8084 -0.8733 -0.1 -0.2 0.0 0.63
C -0.9924 -0.7042 2.2395 0.0 0.0 -0.1 -0.29
C 0.6151 -3.9847 -0.6243 0.0 0.0 0.0 -0.12
C -1.8329 -0.1567 3.2723 -0.1 0.0 0.0 -0.10
C 2.6855 5.3421 -0.9060 0.0 0.0 0.0 -0.01
H -0.0498 5.7000 1.8683 0.0 0.0 0.0 0.11
S -5.0229 -2.7131 -1.1984 0.0 0.0 0.0 0.64
C -3.9430 -3.8259 -2.0567 0.0 0.0 0.0 -0.22
C -3.2796 3.0595 -1.3573 0.0 -0.1 -0.2 -0.29
C 2.0999 4.2339 -0.3217 0.0 0.0 0.0 -0.11
C 2.2495 2.7989 -0.5947 0.0 0.0 0.0 -0.31
H 2.7061 7.4829 -0.9083 0.0 0.0 0.0 0.10
C 1.1320 4.3669 0.6702 -0.1 0.0 0.0 -0.11
N -0.1861 2.7430 1.9584 0.0 -0.2 0.0 0.20
C -2.2949 2.0572 4.1851 0.0 0.0 0.0 -0.02
N -0.9899 -1.9793 1.8397 0.0 0.0 0.0 0.21
C -0.2711 -2.4683 0.8637 0.0 0.1 0.0 -0.29
C -4.0840 -5.1699 -2.3196 0.0 0.0 0.0 -0.03
C 5.5870 0.2377 -4.5733 0.0 0.0 0.0 -0.09
C -2.9639 -1.6861 -1.9877 0.1 -0.1 0.0 -0.67
C -0.8930 -6.1480 0.1654 0.0 0.0 0.0 -0.08
C 3.9914 0.4532 -2.8249 0.0 0.0 0.0 -0.11
H -3.1112 -6.8553 -3.2173 0.0 0.0 0.0 0.11
N -4.2024 3.6837 -1.0604 0.0 0.0 0.1 0.14
C -1.4082 4.0235 -3.2514 0.0 -0.1 0.0 -0.28
C 3.7012 -0.9187 -2.9178 0.0 0.0 0.0 -0.11
H -1.8164 -4.8251 1.6037 0.0 0.0 0.0 0.12
C -3.2087 1.4704 5.0313 0.0 0.0 0.0 -0.09
S -1.6388 -0.6135 -2.3782 -0.1 -0.1 0.1 0.66
H -4.1774 -0.3424 5.6766 0.0 0.0 0.0 0.10
N 0.6387 -1.7963 0.0722 -0.1 -0.2 -0.1 -0.06
C -3.4426 0.0800 5.0029 0.0 0.0 0.0 -0.09
H 1.5478 -5.2810 -2.0602 0.0 0.0 0.0 0.11

Record 2
191
Properties=species:S:1:pos:R:3:forces:R:3:lowdin_charge:R:1 method="wB97M-V/def2-TZVPD" orbital_gap_ha="0.289 / 0.289" spin_multiplicity=3 s2=2.0029
H 5.8191 -3.0117 -20.6097 0.6 0.0 0.3 0.11
H 6.2276 -2.4379 -17.4549 -0.6 -0.2 -0.5 0.13
H 8.5376 -12.0757 -17.8193 -0.1 0.2 0.1 0.08
H 10.9801 -11.3563 -20.3080 -0.1 -0.2 -0.2 0.10
C 11.2010 -1.1200 -17.4907 0.2 -3.4 1.1 -0.12
H 12.1659 -8.4484 -17.6221 -0.5 -0.5 -0.2 0.06
C 5.6373 -8.9447 -23.9619 0.5 0.9 -0.1 -0.25
C 3.4935 -10.0527 -14.9276 -0.3 1.7 -0.1 -0.07
H 10.1712 -2.3116 -16.1511 0.3 0.4 0.3 0.03
H 8.2607 -2.8636 -21.2438 0.0 -0.1 0.2 0.10
C 7.2305 -4.9221 -27.3407 -0.2 -0.3 -1.1 -0.44
O 8.7867 -5.5158 -19.8125 -0.1 1.8 -1.2 -0.11
C 7.9511 -6.7536 -29.0663 0.2 1.6 0.0 -0.19
H 14.2422 -10.8213 -15.6089 0.1 0.0 -0.1 0.08
H 11.8393 -12.4955 -19.2644 -0.3 -0.1 0.3 0.12
H 7.9821 -5.5624 -25.1490 0.1 0.0 1.6 0.03
O 6.8365 -6.2623 -20.5099 -0.2 0.3 -1.8 -0.19
H 12.4427 -3.0320 -17.4219 -0.8 -0.1 0.0 0.10
O 4.8615 -6.8470 -22.8192 -1.5 -0.8 -1.6 -0.09
O 12.5876 -1.9016 -15.6651 0.7 0.0 0.6 -0.06
C 8.9707 -4.6578 -13.5798 0.9 0.7 -0.6 -0.19
H 14.8786 0.8407 -22.1281 0.0 0.2 0.1 0.08
H 11.3865 -2.9003 -22.9511 -0.5 -0.5 -0.1 0.07
H 13.3426 -3.3885 -19.8380 0.2 -0.3 -0.2 0.07
C 16.1814 -2.2588 -21.9618 -1.0 -0.8 -1.1 -0.16
H 11.7469 -8.5925 -15.9199 -0.1 -0.1 0.1 0.08
H 11.2263 -4.5034 -13.8400 -0.2 -0.3 0.5 0.13
H 9.3359 -7.2136 -25.1309 -0.1 0.2 0.0 0.05
H 8.0860 -4.2165 -14.0388 0.1 0.6 -0.4 0.11
H 9.7020 -7.6338 -28.6534 1.2 0.2 -0.3 0.11
H 3.7277 -8.7313 -23.0490 -0.5 1.1 -0.3 0.12
H 10.4570 -8.9469 -19.1076 0.7 -0.3 0.1 0.05
C 15.5018 -0.0113 -22.4001 -1.1 1.3 -0.3 -0.06
H 11.2404 -0.1321 -17.0317 0.0 -0.1 0.0 0.12
H 8.1668 -7.8418 -26.2789 0.0 -0.2 -0.2 0.08
C 10.4495 -11.0542 -18.2877 -0.3 -0.7 -1.1 -0.47
H 10.2526 -0.6775 -20.8564 0.1 0.8 -0.2 0.09
O 12.8163 -0.8651 -22.7524 0.1 -0.4 0.6 -0.01
C 12.4847 -10.4888 -16.7609 -0.3 -0.2 -1.3 -0.44
H 15.4009 -0.2069 -19.9101 0.5 -0.3 0.3 0.08
C 9.4062 -12.1895 -18.4678 -0.5 0.0 0.8 -0.05
O 10.3054 -11.0832 -15.8168 -0.4 1.3 -0.1 0.00
C 4.9268 -9.7782 -15.4423 -0.5 -1.0 0.0 -0.26
O 10.0585 -1.9294 -17.0245 -0.7 1.5 -1.7 -0.12
H 14.5276 -4.6601 -23.1431 0.3 0.3 -0.1 0.11
O 8.1910 -0.0437 -21.1097 1.7 -0.9 -1.6 -0.09
H 7.9403 -7.0401 -30.1179 -0.1 0.0 -0.1 0.11
H 10.7736 -9.9378 -22.2734 -0.2 0.3 0.5 0.11
C 8.7000 -5.9665 -22.2211 -0.2 2.5 0.1 -0.50
H 6.5906 -8.4178 -24.0022 0.0 0.4 0.1 0.09
H 9.5804 -9.1990 -23.3796 0.0 0.8 0.4 0.11
H 7.9444 -3.9129 -18.1565 0.2 -0.1 -1.0 0.06
H 2.6768 -4.4923 -19.7020 0.2 -0.1 0.4 0.12
H 5.1467 -5.0050 -26.5280 0.3 0.5 0.2 0.09
H 3.6028 -3.1954 -21.5235 0.4 0.4 0.0 0.13
H 12.8395 -10.7580 -14.5981 -0.3 0.2 0.0 0.08
C 11.4932 -11.4657 -19.3526 0.5 1.0 -0.6 -0.16
H 9.8593 -2.9710 -20.5234 0.0 0.0 -0.2 0.08
O 8.3484 -2.1894 -19.3390 -0.6 0.3 -0.8 -0.08
H 10.8035 -3.9150 -18.6704 -0.2 -0.3 -0.4 0.04
C 9.7853 -9.7343 -18.7657 0.1 1.0 0.5 -0.03
H 11.0150 -5.3083 -25.8379 -0.2 0.1 0.0 0.07
H 13.4108 -10.7983 -20.1798 0.0 -0.4 0.0 0.11
H 7.4256 -7.5301 -28.5105 0.1 -0.1 0.1 0.10
H 5.9193 -3.2250 -27.9438 -0.3 -0.7 0.1 0.08
O 4.4201 -4.4657 -17.3938 -1.2 -1.1 -2.0 -0.06
H 9.7260 -4.6199 -17.4938 0.1 -0.1 0.2 0.06
H 16.5393 0.2899 -22.2552 0.1 -0.5 0.8 0.08
N 8.6005 -5.1033 -26.7241 -0.4 0.6 -4.6 -0.13
H 6.3955 -10.6537 -24.3630 0.0 -0.3 0.0 0.08
H 17.1386 -1.9386 -21.5505 -0.2 0.2 0.6 0.12
C 7.2798 -7.6675 -15.5308 -1.8 1.9 -1.9 -0.48
C 6.1440 -8.0110 -16.6145 -0.2 0.2 -2.9 -0.41
H 7.1592 -3.1114 -16.2230 0.3 -0.4 0.2 0.11
C 9.4796 -6.2515 -27.1101 0.3 0.9 1.1 -0.46
C 6.0973 -5.5350 -26.4677 0.2 -0.9 -0.6 -0.02
H 5.7021 -9.8460 -14.6792 -0.3 -0.3 0.2 0.11
H 2.7775 -9.7626 -15.6966 0.2 -0.3 -0.6 0.07
H 5.5185 -6.6543 -22.1462 0.6 -0.2 0.7 0.02
H 9.7885 -13.1951 -18.2925 0.4 0.1 0.3 0.08
H 10.3414 -4.6534 -15.3194 -0.1 0.2 -0.2 0.11
O 3.9287 -6.1732 -19.9303 0.1 1.3 0.2 -0.08
H 13.8912 -11.7876 -17.9628 -0.6 -0.4 0.2 0.11
H 5.1981 -8.8386 -24.9538 -0.2 -0.3 -0.2 0.11
F 8.7182 -4.6258 -22.5811 -0.1 -0.6 1.3 0.10
C 10.5855 -9.6125 -23.2965 -0.6 1.6 1.9 -0.29
H 9.9959 -11.9793 -15.6659 0.3 -0.4 -0.3 0.10
O 5.6895 -7.1344 -17.5922 1.2 0.7 1.3 -0.19
H 3.2285 -9.2898 -14.1956 0.3 -0.2 0.6 0.07
H 5.4988 -4.9721 -15.7413 0.3 0.1 -0.1 0.12
H 3.1724 -11.0286 -14.5634 0.8 -0.1 0.0 0.07
C 8.1757 -6.3484 -20.7957 -1.5 0.6 2.7 -0.36
H 8.0034 0.0480 -20.1727 0.4 -0.5 0.2 0.06
C 12.7257 -10.5814 -19.3602 0.2 -0.4 0.8 -0.18
H 15.4603 -0.0332 -23.4891 -0.4 -0.6 -0.1 0.08
H 8.4786 -7.3748 -20.5884 0.6 -0.5 -0.5 0.15
O 12.9506 -9.3482 -23.5880 -1.1 1.5 0.2 -0.07
H 7.5587 -2.8090 -28.0007 0.6 -0.4 0.0 0.08
H 5.8010 -6.5301 -26.7997 0.4 -0.4 0.0 0.07
C 13.1953 -11.1210 -15.5624 -0.1 0.6 0.8 -0.05
C 13.2936 -3.1547 -22.1071 0.0 -2.1 2.0 -0.46
H 12.7065 -10.1909 -23.9777 0.0 -0.2 -0.2 0.06
C 9.3999 -6.5874 -28.6083 -1.5 -1.7 0.8 -0.13
C 7.2145 -5.4282 -28.8579 -0.2 -0.9 1.6 -0.12
C 9.9501 -5.9272 -19.1555 -0.4 -0.4 -0.7 -0.25
H 11.6409 -6.4751 -26.9723 0.2 -0.1 -0.2 0.08
H 9.5723 -6.7698 -18.5764 1.0 -0.6 0.3 0.11
H 9.2700 -9.2103 -17.9606 -0.4 -0.4 0.2 0.07
C 12.4308 -8.9484 -16.6905 0.2 0.4 0.4 -0.03
C 12.3901 -2.0091 -17.0489 1.1 2.2 -0.2 -0.25
C 6.8672 -3.4514 -27.4556 0.5 1.3 0.7 -0.07
H 12.0912 -2.3720 -20.4370 0.2 0.6 -0.1 0.05
H 15.8837 -3.6159 -20.5082 -0.7 -0.9 0.4 0.09
H 8.8446 -3.3101 -12.1650 -0.2 0.0 0.0 0.08
H 10.6864 -6.1603 -19.9247 0.4 -0.6 0.3 0.12
H 12.6154 -3.3545 -24.0875 0.0 0.2 -0.4 0.08
O 5.2021 -3.6133 -20.1866 0.3 1.0 1.6 -0.06
H 13.2976 -1.5418 -17.4312 0.2 0.0 -0.3 0.11
C 10.8970 -5.6874 -26.8530 -0.1 -0.7 0.2 -0.03
H 8.6675 -5.7045 -13.6012 1.0 -0.2 0.0 0.10
H 11.6515 -7.8924 -22.7077 0.5 -0.1 -0.1 0.10
Ni 5.7033 -5.4781 -18.9455 1.3 -1.4 0.1 0.79
C 3.2770 -5.0049 -20.4538 0.2 0.6 -1.5 -0.17
O 9.0460 -4.2463 -12.2329 0.1 0.0 0.6 -0.06
C 5.2480 -4.1116 -16.3616 1.6 1.9 0.5 -0.22
F 7.9650 -6.4687 -23.1865 -0.7 -1.7 -0.5 0.14
H 3.4253 -6.9525 -20.1771 0.4 -0.2 0.1 0.12
H 9.1021 -9.7987 -19.6125 -0.2 -0.7 0.1 0.08
C 13.4231 -10.8035 -17.9874 -0.6 0.7 -1.1 -0.13
C 12.6415 -3.2845 -20.6662 -0.4 1.2 0.0 -0.03
O 8.5983 -4.8700 -25.3990 -0.3 -0.1 1.2 -0.03
O 10.3237 -2.8325 -14.4808 -0.3 2.3 0.0 -0.09
O 7.0893 -4.3034 -17.9620 -1.1 0.6 1.6 -0.10
C 4.2592 -3.9719 -21.1307 -1.1 -2.9 0.0 -0.20
C 14.7945 -1.0695 -20.1864 -0.1 1.2 -0.4 -0.03
C 9.3389 -1.0013 -21.3547 -1.7 0.3 2.9 -0.14
C 10.4792 -4.8638 -18.2429 -0.1 0.1 0.6 -0.06
C 14.4725 -4.2005 -22.1563 0.9 0.4 1.0 -0.09
H 15.0550 -1.9518 -19.6017 -0.3 0.2 0.1 0.07
O 10.5646 -10.7594 -24.0460 0.7 -1.4 -1.9 -0.05
H 13.7951 -0.6781 -19.9965 -0.3 -0.5 0.2 0.08
F 8.4524 -7.1275 -16.0778 -1.7 -0.4 0.9 0.08
H 7.5979 -4.6010 -29.4553 0.0 -0.3 -0.3 0.11
C 14.9859 -1.2662 -21.6861 1.6 -1.2 -1.4 -0.47
H 9.8013 -11.2566 -23.7431 0.1 -0.2 -0.1 0.10
H 11.8098 -3.9766 -20.5346 0.5 -0.8 -0.6 0.05
H 13.1743 -12.2071 -15.4726 -0.2 0.0 -0.6 0.09
H 8.9174 -2.0117 -18.5865 0.9 0.2 0.1 0.04
H 3.7879 -5.0740 -17.0040 -0.3 -0.5 -0.4 0.12
H 11.9166 -4.6342 -23.2338 0.1 0.0 1.0 0.08
N 13.8134 -1.8282 -22.4262 1.3 -0.4 -0.5 -0.10
H 9.9592 -5.9316 -29.2756 0.1 0.0 0.3 0.12
H 6.1803 -5.6795 -29.0933 -0.3 0.8 -0.2 0.11
H 6.8159 -3.0389 -26.4479 -0.1 0.2 0.1 0.08
O 4.9622 -8.5036 -16.0336 -0.6 0.7 1.3 -0.09
H 11.5040 -8.0089 -24.4688 0.4 -0.1 -0.2 0.09
H 9.9199 -8.2738 -26.3428 -0.2 -0.2 -0.3 0.08
H 9.0319 -12.2240 -19.4909 0.0 0.4 0.0 0.08
C 12.2137 -3.5936 -23.1029 0.6 1.6 -1.0 -0.03
C 8.9818 -2.3322 -20.6228 -0.3 0.0 -0.5 -0.21
H 6.6153 -8.8591 -17.1112 0.4 -0.5 -0.3 0.14
H 9.5429 -1.1154 -22.4193 -0.5 0.1 0.1 0.12
C 9.1904 -7.4810 -26.1776 0.5 0.6 -0.4 -0.01
C 10.3106 -4.1828 -14.3367 -1.6 -3.7 0.6 -0.20
H 12.4676 -9.5418 -19.5616 -0.1 0.2 0.4 0.09
O 5.9184 -10.2955 -23.6109 -0.5 0.1 -0.1 -0.06
C 11.6911 -8.5752 -23.5564 0.2 -2.2 -0.4 -0.17
F 6.7257 -6.7741 -14.6277 1.3 -0.6 -0.3 0.09
H 13.4110 -8.5068 -16.5108 0.2 -0.3 0.5 0.08
H 16.3775 -2.3053 -23.0330 -0.2 0.6 -0.3 0.11
H 11.0773 -4.8838 -27.5670 0.1 0.0 0.1 0.08
H 4.7006 -3.3549 -15.7997 0.3 0.1 0.6 0.13
H 2.5929 -5.3192 -21.2421 0.0 0.0 -0.1 0.12
H 11.8583 -2.2158 -15.1256 -0.3 -0.3 -0.3 0.03
H 10.3040 -2.4148 -13.6166 0.0 0.2 0.2 0.13
C 15.8407 -3.7007 -21.5940 0.4 1.5 0.3 -0.18
F 9.9774 -6.3389 -22.3732 0.1 -0.6 0.1 0.13
H 16.7253 -4.2912 -21.8326 -0.4 -0.5 -0.3 0.11
C 6.4596 -3.4037 -17.0061 0.2 -0.6 0.7 -0.14
F 7.6223 -8.7722 -14.9244 0.5 -0.3 0.8 0.16
H 14.2947 -10.1492 -18.0050 0.0 0.4 0.6 0.11
H 11.3471 -5.2883 -17.7382 0.1 0.0 0.2 0.09
N 11.0895 -11.0583 -16.9769 2.1 -1.2 -0.6 -0.10
H 12.7929 -1.0083 -23.7014 -0.3 0.4 -0.2 0.10
H 5.1034 -10.5380 -16.2036 0.5 -0.2 -0.2 0.11
H 4.8644 -4.4779 -21.8829 -0.8 -0.1 -0.8 0.11
C 4.7145 -8.2819 -22.9379 1.6 -0.3 1.7 -0.21
H 5.0175 -8.6306 -21.9506 0.2 -0.6 0.1 0.12
H 14.3133 -5.0099 -21.4439 -0.9 -0.2 -0.3 0.11
H 6.4066 -5.6178 -25.4258 -0.5 0.1 0.1 0.07
H 11.1900 -1.0906 -18.5802 -0.4 0.2 0.0 0.10